1.
Molecular formula: C40H80BBr28NO11S
Method: DFT, ωB97M-V/def2-TZVPD

The max |F| comes out at 3.18 eV Å⁻¹. As for the electronic energy: -74949.79731 hartree. The molar mass is 3031.27 g mol⁻¹. The multiplicity is 1.

Last column: Mulliken charge in e.
Cartesian coordinates (Å):
C1 -3.31452 -6.57232 0.72818  -1.254
C2 -4.33468 -6.15763 -0.39175  -0.466
O1 -5.47884 -5.54293 0.17671  -0.261
C3 -5.55101 -4.14714 -0.07883  -0.862
C4 -4.53270 -3.39634 0.74814  0.535
O2 -4.60397 -2.01069 0.49247  -0.516
C5 -3.56224 -1.32495 1.15713  -0.218
C6 -2.51437 -0.71819 0.18576  0.250
O3 -2.95020 -0.63274 -1.15336  -0.482
C7 -2.80616 -1.82961 -1.87816  -0.285
C8 -1.41181 -2.07829 -2.48962  1.278
B1 -1.07584 -3.58975 -1.98741  1.099
O4 -0.75267 -3.79649 -0.65487  -0.789
O5 -1.15197 -4.64423 -2.82484  -0.796
C9 -0.05594 -5.58061 -2.56856  -0.225
C10 0.22275 -6.42476 -3.79465  -0.899
O6 -1.36350 -1.91170 -3.93233  -0.617
S1 0.20788 -1.91319 -4.32261  1.205
O7 0.45900 -0.82144 -5.19305  -0.492
O8 0.51596 -3.19822 -4.83522  -0.502
O9 0.84276 -1.68193 -2.87904  -0.517
C11 -0.27180 -1.21125 -2.04615  -0.273
C12 -0.38600 0.32503 -2.24372  -1.078
O10 0.87833 0.86541 -2.60840  0.039
N1 1.69011 1.03674 -1.45510  -0.111
O11 2.75547 0.65776 -1.69693  -0.195
H1 -2.60003 -5.77174 0.90205  0.203
H2 -3.80266 -6.87342 1.64041  0.524
H3 -2.74996 -7.43333 0.36728  0.424
H4 -3.78021 -5.47491 -1.04929  -0.184
H5 -4.57984 -7.00110 -1.00993  0.800
H6 -5.42342 -3.98834 -1.15187  0.356
H7 -6.55165 -3.84710 0.22352  0.358
H8 -4.68597 -3.63016 1.80508  0.517
H9 -3.53161 -3.77316 0.49104  -0.527
H10 -3.93804 -0.53477 1.82069  -0.206
H11 -3.02009 -2.00203 1.82502  0.401
H12 -1.56386 -1.24900 0.29999  -0.045
H13 -2.31886 0.30333 0.50546  0.473
H14 -3.10055 -2.69463 -1.28306  -0.735
H15 -3.52134 -1.79003 -2.69839  0.597
H16 -1.42126 -3.38921 -0.09524  0.299
H17 0.83517 -4.97411 -2.40772  0.257
H18 -0.26702 -6.20603 -1.70621  0.373
H19 0.52419 -5.76392 -4.59743  -0.126
H20 1.09267 -7.03313 -3.54768  0.467
H21 -0.63555 -7.03258 -4.05839  0.327
H22 0.08205 -1.42702 -1.04407  0.937
H23 -1.08175 0.58851 -3.03098  0.326
H24 -0.67743 0.77353 -1.29622  0.415
Br1 5.14870 4.26166 2.54686  -0.156
C13 5.66631 2.96239 1.19005  -0.490
C14 4.93667 3.18747 -0.10563  -0.406
Br2 3.09777 2.55233 -0.03388  -0.028
H25 5.48449 1.98584 1.60876  0.294
H26 6.73636 3.10486 1.05477  0.221
H27 5.40006 2.60992 -0.90467  0.238
H28 4.89619 4.23305 -0.39278  0.393
Br3 -3.26279 1.10118 3.19140  -0.256
C15 -4.32251 2.73705 3.25116  -0.688
C16 -5.45327 2.60837 4.23157  0.103
Br4 -6.89185 1.52239 3.50670  -0.114
H29 -4.65478 2.93456 2.23714  0.437
H30 -3.63195 3.51869 3.56091  0.420
H31 -5.90112 3.57745 4.42962  -0.354
H32 -5.15623 2.15198 5.17046  0.413
Br5 5.44570 -6.31737 -6.16968  -0.167
C17 4.03572 -5.20716 -6.93180  -0.601
C18 2.69240 -5.53220 -6.34176  -0.432
Br6 1.97155 -7.18726 -7.07098  -0.130
H33 4.06976 -5.35100 -8.00480  0.424
H34 4.31713 -4.18435 -6.69448  0.360
H35 1.96517 -4.76553 -6.59938  0.217
H36 2.72611 -5.64965 -5.26419  0.373
Br7 2.23757 -1.31154 -10.18658  -0.150
C19 1.12204 0.21697 -9.73320  -0.161
C20 0.15573 -0.11208 -8.63499  -0.465
Br8 -1.34089 -1.17976 -9.27575  -0.169
H37 0.63520 0.53039 -10.65123  0.420
H38 1.81755 0.98730 -9.40338  -0.098
H39 -0.29158 0.79688 -8.23842  0.357
H40 0.61100 -0.66955 -7.82711  0.237
Br9 9.22839 1.71577 3.82415  -0.123
C21 9.75589 0.43353 2.46428  -0.542
C22 9.00431 0.65451 1.18178  -0.304
Br10 7.17658 -0.00876 1.29575  -0.129
H41 9.59782 -0.55437 2.88497  0.348
H42 10.82133 0.59615 2.31334  0.373
H43 9.45733 0.09403 0.36773  -0.021
H44 8.94310 1.70176 0.90394  0.398
Br11 -6.11618 5.85872 3.00415  -0.133
C23 -7.39434 6.93629 4.00014  -0.562
C24 -7.10383 6.91001 5.47503  -0.644
Br12 -7.67169 5.22982 6.28170  -0.122
H45 -8.38110 6.55960 3.75302  0.399
H46 -7.28600 7.94488 3.60813  0.380
H47 -7.66997 7.68158 5.99091  0.401
H48 -6.04912 7.02841 5.70046  0.303
Br13 -7.86352 -1.07563 7.00100  -0.122
C25 -9.44972 -1.02814 5.87740  -0.477
C26 -9.72645 -2.36991 5.25384  -0.620
Br14 -8.52428 -2.73359 3.76870  -0.101
H49 -9.29261 -0.24420 5.14324  0.262
H50 -10.26180 -0.74321 6.54247  0.342
H51 -10.72490 -2.39156 4.82314  0.343
H52 -9.61824 -3.18990 5.95560  0.374
Br15 4.36479 3.44093 -4.38420  -0.155
C27 2.59005 3.46349 -5.18770  -0.639
C28 2.24364 2.16684 -5.86970  -0.447
Br16 3.16979 2.02699 -7.58441  -0.098
H53 2.57354 4.30567 -5.87148  0.458
H54 1.90945 3.65393 -4.36066  0.377
H55 1.18353 2.13504 -6.10736  0.274
H56 2.50495 1.28879 -5.29019  0.297
Br17 8.33272 2.18295 -10.27565  -0.142
C29 7.04291 0.79833 -9.82286  -0.503
C30 6.07399 0.55084 -10.94712  -0.490
Br18 4.73151 1.95145 -11.05743  -0.148
H57 6.55257 1.11223 -8.90693  0.282
H58 7.63545 -0.09300 -9.63015  0.350
H59 5.51432 -0.36605 -10.77101  0.231
H60 6.55511 0.49968 -11.91793  0.412
Br19 -5.38220 -8.30967 0.76561  0.017
C31 -7.16667 -9.08338 0.66990  -0.728
C32 -7.13383 -10.58825 0.62142  -0.575
Br20 -6.61557 -11.23559 -1.13917  -0.148
H61 -7.64911 -8.64522 -0.19791  0.375
H62 -7.67117 -8.74513 1.57261  0.384
H63 -8.12520 -11.00066 0.79622  0.375
H64 -6.43449 -11.01542 1.33180  0.356
Br21 11.24874 1.27209 7.50851  -0.112
C33 9.66150 0.15033 7.52308  -0.505
C34 10.01075 -1.30764 7.39122  -0.586
Br22 10.48505 -1.76177 5.56138  -0.111
H65 9.01987 0.50261 6.72145  0.253
H66 9.18426 0.34070 8.48173  0.351
H67 9.14926 -1.92857 7.62603  0.348
H68 10.84782 -1.60112 8.01543  0.372
Br23 -2.35387 8.12191 7.48976  -0.140
C35 -3.14933 7.41136 9.11715  -0.555
C36 -4.55062 6.92023 8.87433  -0.557
Br24 -5.79961 8.40344 8.73328  -0.137
H69 -3.10233 8.20011 9.86148  0.340
H70 -2.50443 6.58920 9.41851  0.376
H71 -4.90105 6.32857 9.71680  0.378
H72 -4.64671 6.33783 7.96351  0.300
Br25 -3.53485 11.80957 10.70299  -0.130
C37 -4.14861 11.97646 8.86316  -0.260
C38 -4.95767 13.22765 8.65853  -0.573
Br26 -6.75417 13.04312 9.38275  -0.140
H73 -4.70302 11.07292 8.63304  0.029
H74 -3.24158 12.00475 8.26335  0.327
H75 -5.09512 13.42099 7.59716  0.352
H76 -4.51547 14.09840 9.13062  0.391
Br27 9.28439 0.97322 -2.70463  -0.119
C39 11.19644 0.73720 -2.96631  -0.593
C40 11.92205 0.61601 -1.65301  -0.549
Br28 12.11030 2.33619 -0.76489  -0.119
H77 11.53598 1.57530 -3.56526  0.378
H78 11.29908 -0.18155 -3.53921  0.347
H79 12.93797 0.26140 -1.81036  0.379
H80 11.41468 -0.04098 -0.95467  0.288

Atoms 1-3, force components in eV/Å:
C 0.1557 0.2297 -1.3586
C 1.8818 1.0216 0.6146
O 0.1227 0.4048 -0.4181

---

2.
Molecular formula: C19H27N5O3S
Method: DFT, ωB97M-V/def2-TZVPD

As for the energy relative to the best compared isomer or geometry (same formula, charge and spin): 17.30 kJ/mol. The structure (SMILES) is CC(C)c1nc(SCC(=O)N2CCCCCC2)c2c(=O)n(C)c(=O)n(C)c2n1. The max |F| comes out at 0.95 eV Å⁻¹. As for the electronic energy: -1638.00911 hartree. The molar mass is 405.52 g mol⁻¹. The multiplicity is 1.

Last column: Mulliken charge in e.
Cartesian coordinates (Å):
C1 0.75564 2.80047 0.39375  -1.333
C2 -0.75533 2.93135 0.25221  0.703
C3 -1.34810 3.77468 1.38600  -1.512
C4 -1.43860 1.59315 0.24576  -0.234
N1 -0.75626 0.54286 0.66653  -0.239
C5 -1.37009 -0.63643 0.67616  -0.184
S1 -0.50240 -2.04723 1.14953  -0.256
C6 1.15357 -1.29516 1.24977  -0.761
C7 1.59323 -0.84560 -0.13862  0.555
O1 0.93601 -1.08977 -1.13000  -0.703
N2 2.75191 -0.15057 -0.19180  0.769
C8 3.63724 0.08523 0.92249  -0.977
C9 4.56750 -1.09851 1.24750  -0.848
C10 4.90302 -1.96364 0.03124  -0.597
C11 5.35389 -1.17094 -1.20009  -0.763
C12 4.18946 -0.78378 -2.11189  -0.785
C13 3.24465 0.24890 -1.49672  -1.063
C14 -2.72064 -0.74754 0.30850  -0.183
C15 -3.42652 -2.00382 0.35946  1.080
O2 -2.93227 -3.03588 0.77229  -0.674
N3 -4.73531 -1.93417 -0.09643  -0.026
C16 -5.52933 -3.15073 -0.10502  -1.137
C17 -5.37430 -0.79412 -0.54583  0.673
O3 -6.52496 -0.82413 -0.91846  -0.655
N4 -4.63912 0.37887 -0.54235  -0.022
C18 -5.27005 1.59957 -1.00173  -1.033
C19 -3.33965 0.42473 -0.13441  0.844
N5 -2.69931 1.58967 -0.17310  -0.454
H1 1.22341 3.77957 0.32111  0.479
H2 1.00425 2.36264 1.35649  0.253
H3 1.15291 2.15789 -0.38636  0.091
H4 -0.99951 3.41708 -0.69794  0.336
H5 -2.42385 3.86489 1.26183  0.363
H6 -1.14429 3.30857 2.34774  0.353
H7 -0.90762 4.76872 1.38065  0.409
H8 1.10233 -0.45632 1.93998  0.332
H9 1.81315 -2.06878 1.63821  0.499
H10 3.05971 0.35174 1.81033  0.308
H11 4.24403 0.95525 0.65984  0.651
H12 4.11229 -1.73700 2.00675  0.327
H13 5.48846 -0.69617 1.67362  0.398
H14 4.03217 -2.56463 -0.23875  0.202
H15 5.69338 -2.65628 0.32784  0.444
H16 6.04029 -1.78916 -1.78237  0.378
H17 5.90236 -0.27891 -0.89051  0.332
H18 4.57786 -0.37280 -3.04577  0.415
H19 3.61440 -1.67926 -2.35440  0.275
H20 3.75164 1.21255 -1.39196  0.540
H21 2.37790 0.37253 -2.15031  0.409
H22 -5.86690 -3.36335 -1.11887  0.319
H23 -6.40236 -3.02748 0.53536  0.328
H24 -4.89697 -3.95508 0.26359  0.372
H25 -5.31072 2.32147 -0.18666  0.308
H26 -6.27441 1.35027 -1.33637  0.368
H27 -4.68774 2.02457 -1.81783  0.326

Atoms 1-3, force components in eV/Å:
C -0.2192 0.0832 -0.1343
C 0.1955 0.1274 0.1483
C -0.0234 -0.0390 -0.2286

---

3.
Molecular formula: C17H52O16
Method: DFT, ωB97M-V/def2-TZVPD

As for the energy relative to the best compared isomer or geometry (same formula, charge and spin): 119.90 kJ/mol. The structure (SMILES) is CC(C)O.OCCO.OCCO.OCCO.OCCO.OCCO.OCCO.OCCO.O. The max |F| comes out at 3.45 eV Å⁻¹. As for the electronic energy: -1882.53852 hartree. The molar mass is 512.59 g mol⁻¹. The multiplicity is 1.

Last column: Mulliken charge in e.
Cartesian coordinates (Å):
C1 3.35168 -0.99814 -0.49924  -0.917
C2 4.69787 -0.41079 -0.50027  0.517
C3 4.63224 1.06410 -0.15880  -1.555
O1 5.43696 -0.94216 0.51397  -0.584
H1 2.95628 -0.68585 -1.46580  0.276
H2 2.69776 -0.68099 0.31311  0.251
H3 3.52376 -2.06958 -0.39683  0.319
H4 5.19745 -0.41486 -1.46904  0.184
H5 5.60995 1.53862 -0.24249  0.465
H6 4.14164 1.36737 0.76610  0.324
H7 3.99515 1.52218 -0.91536  0.349
H8 6.23032 -0.41368 0.62756  0.359
O2 -1.15459 0.71288 5.72095  -0.518
C4 -1.95533 0.77207 4.60481  -0.361
C5 -1.82310 -0.50037 3.76389  -0.289
O3 -0.65451 -0.52090 2.95448  -0.350
H9 -0.27583 0.50068 5.39793  0.309
H10 -3.01553 0.67104 4.83694  0.319
H11 -1.68356 1.72210 4.14473  0.212
H12 -2.60973 -0.56126 3.01182  0.101
H13 -2.06631 -1.41829 4.29901  0.445
H14 0.14316 -0.82259 3.39529  0.218
O4 0.34935 -2.36144 -4.31482  -0.516
C6 1.67657 -2.87476 -4.13832  -0.144
C7 1.65222 -4.40905 -4.11573  0.021
O5 3.02999 -4.87666 -4.06697  -0.537
H15 0.02059 -2.11751 -3.44648  0.303
H16 2.20988 -2.70697 -5.07401  0.304
H17 2.26726 -2.44704 -3.32822  0.007
H18 1.22097 -4.65217 -5.08682  0.215
H19 1.02487 -4.69217 -3.27052  0.077
H20 3.03220 -5.79164 -3.77645  0.300
O6 -3.71213 -1.53034 -0.95362  -0.408
C8 -4.91189 -1.46673 -0.22177  -0.684
C9 -5.02528 -2.62669 0.83138  -0.489
O7 -5.42651 -3.77628 0.20825  -0.630
H21 -3.87912 -2.17344 -1.64654  0.255
H22 -4.92122 -0.53993 0.35186  0.387
H23 -5.75322 -1.42908 -0.91375  0.372
H24 -5.93900 -2.34109 1.35257  0.495
H25 -4.22289 -2.77559 1.55395  0.256
H26 -5.52271 -4.43308 0.90176  0.356
O8 -0.33163 4.35565 0.35434  -0.446
C10 -0.18700 5.39738 -0.60198  -0.171
C11 -0.43605 6.76886 0.06839  -0.513
O9 -0.12286 7.92416 -0.66447  -0.528
H27 -0.69566 3.55095 -0.02188  0.461
H28 0.82609 5.39114 -1.00409  0.217
H29 -0.78678 5.17247 -1.48389  0.272
H30 -0.00987 6.75492 1.07152  0.290
H31 -1.51478 6.92383 0.08913  0.230
H32 0.81995 8.10481 -0.67369  0.302
O10 3.57293 4.72157 0.79836  -0.488
C12 3.76428 4.12365 2.04113  -0.459
C13 2.39066 3.65835 2.62199  -0.413
O11 1.85137 2.47730 1.96292  -0.341
H33 4.44393 4.86652 0.42160  0.284
H34 4.50920 3.32891 2.08084  0.307
H35 4.27177 4.83424 2.69352  0.401
H36 1.68006 4.48015 2.53374  0.237
H37 2.51846 3.46752 3.68752  0.342
H38 1.20701 2.85874 1.36216  0.174
O12 -0.97729 -0.68482 -1.79791  -0.439
C14 -0.64021 -0.41031 -0.40636  0.373
C15 -1.37929 0.86838 -0.04110  -0.032
O13 -1.03392 2.05583 -0.77594  -0.574
H39 -1.91517 -0.84596 -1.92452  0.311
H40 -0.84665 -1.30719 0.17767  -0.181
H41 0.41239 -0.13493 -0.34082  -0.039
H42 -1.17578 1.12312 0.99900  -0.030
H43 -2.45362 0.73729 -0.17039  0.132
H44 -1.16424 1.84116 -1.70251  0.211
O14 -0.06800 -4.94705 -0.91062  -0.468
C16 -0.45831 -4.75404 0.44459  -0.717
C17 -1.92354 -4.21738 0.55560  0.278
O15 -2.85060 -5.10144 -0.00009  -0.646
H45 0.84916 -5.23038 -0.92226  0.285
H46 -0.51622 -5.74033 0.90500  0.412
H47 0.15416 -4.12607 1.09161  0.350
H48 -2.03473 -3.20366 0.17076  -0.171
H49 -2.26266 -4.15277 1.58949  0.318
H50 -3.67250 -4.62485 -0.13775  0.452
O16 -2.99614 1.36984 -4.23881  -0.586
H51 -2.11698 1.74181 -4.30922  0.300
H52 -3.24632 1.17271 -5.14146  0.292

Atoms 1-3, force components in eV/Å:
C -0.2856 -0.8335 -0.6496
C 0.1215 3.3096 0.9178
C -0.9866 1.3238 -1.2787

---

- Which of these has the lowest electronic energy?
  C40H80BBr28NO11S